No. 1
{
  "formula": "C18H20N6",
  "method": "ωB97M-V/def2-TZVPD",
  "species": ["N", "C", "N", "C", "N", "C", "C", "N", "C", "N", "C", "C", "C", "N", "C", "C", "C", "C", "C", "C", "C", "C", "C", "C", "H", "H", "H", "H", "H", "H", "H", "H", "H", "H", "H", "H", "H", "H", "H", "H", "H", "H", "H", "H"],
  "coordinates": [[-2.090602, -4.705880, -3.209651], [-2.394524, -3.482845, -2.748466], [-3.603045, -2.969598, -2.924615], [-3.824966, -1.696063, -2.500000], [-2.896339, -0.866699, -1.978534], [-1.696610, -1.391174, -1.749674], [-1.358839, -2.704198, -2.124854], [-0.034379, -2.974434, -1.856280], [0.455040, -1.850004, -1.294912], [-0.510084, -0.906827, -1.123999], [-0.320924, 0.411791, -0.485977], [0.776448, 0.503523, 0.599296], [2.089995, 0.621099, 0.270623], [3.110863, 1.036195, 1.067906], [2.864590, 1.313657, 2.455713], [4.253455, 1.508585, 3.062979], [5.282892, 1.433520, 1.904574], [4.490573, 1.068574, 0.632908], [-1.749619, 0.842128, 0.023599], [-2.450346, 1.785038, -0.738307], [-3.693045, 2.263111, -0.304371], [-4.251947, 1.782702, 0.897227], [-3.482645, 0.929479, 1.707284], [-2.214255, 0.480269, 1.283537], [-1.146626, -5.039470, -3.094353], [-2.778236, -5.279063, -3.686385], [-4.844406, -1.320750, -2.649770], [1.481775, -1.694764, -1.000196], [0.062150, 1.004390, -1.341372], [0.469895, 0.781828, 1.608926], [2.325803, 0.386533, -0.764669], [2.344808, 0.499669, 2.991940], [2.286747, 2.248194, 2.505795], [4.451171, 0.711782, 3.797023], [4.307692, 2.483858, 3.549954], [5.719726, 2.446465, 1.773985], [6.055431, 0.685019, 2.160522], [4.598729, 1.858024, -0.138581], [4.862635, 0.100406, 0.237809], [-2.024041, 2.088261, -1.694534], [-4.249213, 2.937328, -0.959728], [-5.226635, 2.175101, 1.237062], [-3.871547, 0.591342, 2.660418], [-1.577546, -0.096101, 1.940152]],
  "atomic_forces_ev_per_a": [[-0.1, -0.8, -0.3], [1.2, 0.9, 0.3], [-0.4, 0.7, 0.5], [1.9, -0.2, 0.0], [-1.7, 0.2, 0.1], [1.1, -1.9, 0.1], [-0.2, 0.8, 0.1], [0.9, 1.0, 0.3], [-1.9, -2.0, -0.9], [-1.0, -0.1, -0.4], [-0.3, 0.1, 0.1], [0.0, 0.3, -0.1], [-1.1, 0.0, -0.3], [-0.7, -1.1, -0.5], [0.3, 0.4, 0.3], [0.3, -0.2, 0.2], [0.0, 0.6, 0.2], [0.5, 0.1, 0.0], [1.7, 1.4, -0.2], [-0.4, -0.3, 0.4], [0.1, -0.6, -0.1], [0.6, 0.4, 0.0], [0.1, 0.0, -0.6], [-0.7, 0.4, -0.3], [-0.2, 0.0, 0.0], [0.3, 0.4, 0.3], [0.6, 0.0, 0.1], [-0.2, -0.1, 0.1], [-0.8, 0.4, 0.6], [-0.1, -0.2, -0.3], [0.5, 0.3, 0.0], [-0.1, 0.3, -0.5], [-0.2, -0.3, 0.3], [0.0, 0.5, -0.1], [0.1, -0.2, 0.2], [0.1, -0.8, 0.1], [-0.2, 0.6, -0.4], [0.2, -0.5, 0.2], [-0.5, 0.4, 0.0], [-0.2, 0.0, 0.2], [0.1, -0.1, 0.4], [0.6, -0.4, -0.2], [0.0, 0.1, 0.0], [-0.2, -0.3, 0.0]],
  "lumo_ev": 0.61,
  "relative_energy_kcal_mol": 0.0,
  "molar_mass_g_mol": 320.40,
  "orbital_gap_ev": 8.43,
  "homo_energy_ev": -7.813,
  "total_energy_ha": -1026.43254
}

***

No. 2
{
  "formula": "C18H21BrN2O4",
  "method": "ωB97M-V/def2-TZVPD",
  "species": ["O", "C", "N", "C", "H", "C", "N", "C", "H", "C", "C", "O", "C", "C", "C", "C", "C", "C", "H", "H", "Br", "H", "H", "H", "H", "O", "H", "H", "H", "C", "C", "H", "H", "H", "H", "H", "H", "H", "C", "C", "C", "C", "O", "H", "H", "H"],
  "coordinates": [[4.324173, -0.569974, 1.828735], [3.647949, -1.161593, 0.998128], [2.353314, -0.689791, 0.878054], [1.294979, -1.180605, -0.137685], [1.613993, -2.175652, -0.842256], [0.931832, -0.042209, -0.986810], [0.400764, 1.037032, -0.094974], [0.033805, 2.295383, -1.206628], [0.851295, 2.912272, -1.535526], [-0.916125, 3.140192, -0.372413], [-2.095952, 2.544621, 0.335184], [-2.884667, 1.804830, -0.802261], [-3.662870, 0.579802, -0.463797], [-3.991559, 0.498023, 0.992955], [-4.966096, -0.590803, 1.067197], [-5.644464, -1.238560, 0.258833], [-5.229087, -1.028937, -1.122284], [-4.361696, 0.058538, -1.329990], [-3.962010, 0.503702, -2.482638], [-5.784806, -1.317196, -1.879347], [-6.917111, -2.566352, 0.378685], [-5.326272, -0.749333, 2.364749], [-3.552321, 1.013216, 1.851989], [-1.610190, 1.661521, 1.138020], [-2.676595, 3.174758, 0.677121], [-0.298627, 4.024135, 0.623848], [0.311893, 4.365190, 0.230292], [-1.400763, 3.978667, -1.158777], [-0.538333, 1.830113, -1.844957], [1.502844, 1.508075, 0.815211], [1.752809, 0.474867, 1.619065], [2.486865, 0.592653, 2.265169], [0.852810, 0.127193, 2.214066], [1.043609, 2.247438, 1.305386], [2.385513, 1.799981, 0.280976], [0.274309, -0.028985, -1.740952], [1.952167, 0.302027, -1.739417], [0.297206, -1.396843, 0.648431], [3.973048, -2.267562, 0.252148], [5.197047, -2.517142, 0.166707], [5.414786, -3.927022, -0.501314], [3.891613, -4.100025, -0.645125], [3.114402, -3.296546, -0.321274], [3.521742, -5.140947, -1.361979], [6.092029, -4.339605, -1.046712], [6.302743, -2.148530, 0.426155]],
  "atomic_forces_ev_per_a": [[1.6, -0.6, -0.4], [-5.2, 4.5, 3.0], [-3.0, -1.0, -2.5], [-0.6, -3.4, 1.6], [-1.2, 3.2, 2.5], [4.0, 3.4, 0.7], [1.7, 2.6, -4.2], [1.5, -0.2, 8.1], [0.6, -0.3, -0.3], [-1.4, 4.6, -1.8], [6.1, -11.1, -3.8], [0.6, -1.2, 1.5], [5.9, 9.6, 11.8], [-1.3, -3.9, -4.5], [3.9, 6.0, 13.8], [-1.7, -3.7, -9.9], [1.5, 3.6, 4.4], [-3.0, -4.4, -11.1], [-1.7, -1.7, 3.2], [-2.4, -2.0, -3.6], [-0.8, -0.6, 1.0], [1.0, 0.3, -3.9], [-0.3, -0.4, -0.6], [-1.7, 2.8, -2.2], [-5.6, 6.1, 3.8], [-11.1, -7.5, 6.2], [11.3, 6.6, -6.8], [0.9, -2.2, 1.5], [-2.6, -2.3, -4.0], [-2.1, 1.9, -6.0], [-0.1, -8.1, 2.8], [3.3, 1.4, 3.6], [0.8, 0.2, -0.8], [-1.1, 3.3, 2.1], [0.5, 0.6, -0.5], [-2.9, -1.6, -2.5], [-2.1, -0.7, 2.5], [2.7, 0.1, -2.6], [-3.4, 0.2, -0.1], [11.4, -5.9, -2.6], [-12.2, 6.0, 4.4], [11.2, -13.2, -7.4], [-4.2, 8.1, 4.5], [0.6, 3.3, 2.5], [4.3, -2.6, -2.9], [-3.5, 0.4, 0.0]],
  "lumo_ev": 0.23,
  "relative_energy_kcal_mol": 407.9,
  "molar_mass_g_mol": 409.28,
  "orbital_gap_ev": 8.89,
  "homo_energy_ev": -8.660,
  "total_energy_ha": -3682.33796
}

***

No. 3
{
  "formula": "C18H21Cl8NOS",
  "method": "ωB97M-V/def2-TZVPD",
  "species": ["O", "C", "C", "N", "C", "C", "C", "C", "C", "C", "S", "C", "C", "C", "C", "C", "C", "H", "H", "H", "H", "H", "H", "H", "H", "H", "H", "H", "H", "H", "Cl", "C", "Cl", "H", "H", "Cl", "C", "Cl", "H", "H", "Cl", "C", "Cl", "H", "H", "Cl", "C", "Cl", "H", "H"],
  "coordinates": [[-1.488761, 1.016932, -0.872341], [-0.880164, 0.168484, -1.841839], [-0.514609, -1.267093, -1.324230], [-0.843609, -1.573832, 0.057861], [-2.226225, -1.690599, 0.335689], [-3.220958, -1.568879, -0.651452], [-4.589227, -1.715342, -0.381665], [-5.038073, -2.023312, 0.895688], [-4.070827, -2.143365, 1.909407], [-2.724855, -1.993020, 1.630018], [-1.535361, -2.198084, 2.958336], [-0.251667, -1.072011, 2.412582], [0.525753, -0.447563, 3.371862], [1.579135, 0.409245, 3.037367], [1.786275, 0.626813, 1.652645], [0.987926, -0.023969, 0.692878], [-0.065941, -0.894553, 1.033808], [-2.428063, 1.026856, -1.092933], [-1.584988, 0.041358, -2.688305], [0.001628, 0.687089, -2.259710], [0.570185, -1.414086, -1.459811], [-0.998301, -2.012283, -1.973476], [-2.938509, -1.338985, -1.667133], [-5.303089, -1.601900, -1.203564], [-6.106206, -2.160173, 1.070898], [-4.428253, -2.382228, 2.915159], [0.330928, -0.666822, 4.428159], [2.180221, 0.861490, 3.826079], [2.595524, 1.288687, 1.346711], [1.203456, 0.170255, -0.375147], [2.703776, 1.834140, -1.313465], [3.888396, 3.129809, -1.113884], [4.470423, 3.111887, 0.537877], [4.720477, 2.978074, -1.795936], [3.413110, 4.082484, -1.322886], [3.587779, 5.433952, 4.465642], [2.170018, 5.084495, 3.466991], [1.996484, 3.352048, 3.165957], [1.283733, 5.440493, 3.981154], [2.278474, 5.595652, 2.516058], [6.581012, 0.739990, -3.241177], [6.143669, 0.187622, -1.618183], [7.382013, 0.607030, -0.431176], [5.209653, 0.657474, -1.329598], [6.025270, -0.890381, -1.634601], [-4.085363, -3.022724, -5.600070], [-4.600465, -3.567663, -3.998084], [-3.439985, -3.098298, -2.741660], [-5.559848, -3.116302, -3.767397], [-4.691969, -4.648891, -4.009104]],
  "atomic_forces_ev_per_a": [[0.0, -0.3, -0.4], [-0.4, 0.0, -0.6], [0.5, -0.1, -0.4], [-0.4, 0.7, 0.3], [-1.6, -0.3, 0.2], [0.4, 0.8, 0.9], [0.1, 0.0, 0.3], [0.6, 0.2, -0.3], [-0.9, -0.1, -0.2], [1.2, 0.2, 0.3], [0.0, 0.1, -0.3], [-1.0, -0.6, -0.4], [0.5, 0.2, 0.6], [-0.6, -0.7, -1.3], [-0.2, -0.6, 0.8], [0.2, 0.3, -0.4], [1.1, 0.7, 0.5], [0.1, 0.1, 0.4], [0.4, 0.1, 0.2], [-0.2, -0.3, 0.3], [-0.4, -0.1, 0.2], [0.2, 0.2, 0.3], [0.1, 0.5, 0.5], [0.3, -0.1, 0.3], [0.4, 0.0, 0.2], [0.5, 0.1, -0.2], [-0.1, 0.1, -0.4], [-0.1, -0.2, -0.4], [-0.3, -0.3, -0.1], [-0.2, -0.2, 1.0], [0.0, 0.1, -0.6], [0.0, 0.1, -0.2], [0.4, 0.3, 0.3], [0.0, -0.1, 0.0], [-0.1, -0.1, 0.1], [0.0, 0.1, 0.0], [0.0, 0.0, -0.1], [-0.1, 0.5, 0.1], [0.1, -0.1, 0.1], [0.1, -0.1, 0.0], [-0.1, 0.0, 0.0], [-0.1, -0.1, 0.1], [0.0, 0.0, 0.0], [0.1, 0.0, 0.0], [0.1, 0.0, 0.0], [-0.1, 0.0, 0.0], [0.1, -0.3, -0.1], [-0.6, -1.3, -1.5], [0.1, 0.1, 0.0], [0.1, 0.0, 0.0]],
  "lumo_ev": 0.44,
  "relative_energy_kcal_mol": 0.0,
  "molar_mass_g_mol": 583.06,
  "orbital_gap_ev": 7.83,
  "homo_energy_ev": -7.387,
  "total_energy_ha": -4908.16135
}